C21H24N6O3S2 | ωB97M-V/def2-TZVPD

Structure (XYZ):
```
56
Properties=species:S:1:pos:R:3:mulliken_charge:R:1
C 1.6607 4.5560 3.8225 -1.29
C 1.4680 3.9413 2.4413 -0.59
N 2.2676 2.7416 2.2943 0.36
C 3.2684 2.6921 1.2557 -0.28
C 4.4743 3.5622 1.5955 -1.44
S 1.4842 1.3338 2.6803 1.44
O 0.8566 1.5131 3.9567 -0.80
O 2.4218 0.2577 2.5297 -0.65
C 0.1956 1.1508 1.4462 0.29
C -1.1208 1.4359 1.8003 -0.78
C -2.1481 1.3102 0.8861 -1.11
C -1.8082 0.8758 -0.3868 0.81
C -0.4627 0.5961 -0.7440 0.71
C 0.5600 0.7425 0.1841 -1.10
N -0.4237 0.1416 -2.0319 -0.47
C -1.6670 0.1235 -2.4282 -0.34
S -2.1854 -0.5642 -3.9427 -0.24
C -1.1037 -2.0712 -3.9542 -0.61
N -0.7534 -2.4605 -2.6281 0.35
N -1.7829 -2.5914 -1.7803 -0.57
N -1.6244 -2.6849 -0.5554 -0.48
C -0.3718 -2.6100 0.0038 0.36
C -0.2444 -2.5989 1.3967 -0.31
C 1.0046 -2.4789 1.9615 -0.42
C 2.1420 -2.3746 1.1606 -0.39
C 2.0313 -2.3787 -0.2131 -0.91
C 0.7745 -2.4962 -0.8046 0.80
C 0.6019 -2.4248 -2.2512 0.44
O 1.4743 -2.3568 -3.0852 -0.68
N -2.5554 0.5823 -1.4977 0.06
C -3.9926 0.5787 -1.5995 -0.91
C -4.5785 -0.6835 -0.9735 -0.96
H 2.7017 4.8277 3.9727 0.30
H 1.3777 3.8262 4.5751 0.28
H 1.0413 5.4434 3.9283 0.43
H 0.4113 3.6847 2.3000 0.29
H 1.7493 4.6521 1.6597 0.50
H 2.8441 2.9953 0.2864 0.26
H 3.5784 1.6482 1.1958 0.37
H 5.2383 3.4434 0.8317 0.45
H 4.8836 3.2618 2.5556 0.32
H 4.1948 4.6116 1.6475 0.32
H -1.3131 1.7313 2.8195 0.62
H -3.1700 1.5211 1.1599 0.42
H 1.5833 0.5116 -0.0560 0.71
H -1.7017 -2.8302 -4.4593 0.42
H -0.1835 -1.8535 -4.4990 0.42
H -1.1376 -2.6743 1.9964 0.48
H 1.1128 -2.4502 3.0342 0.40
H 3.1070 -2.2681 1.6286 0.39
H 2.8934 -2.2850 -0.8560 0.51
H -4.2524 0.6318 -2.6595 0.45
H -4.3727 1.4733 -1.0981 0.42
H -4.1712 -1.5660 -1.4600 0.24
H -5.6589 -0.6812 -1.0839 0.42
H -4.3303 -0.7353 0.0836 0.30
```

Calculated total energy = -2165.2589 hartree
Charge = 0
ΔE to the lowest compared entry with this formula, charge and spin = 0.0 kcal per mole
SMILES string = CCN(CC)S(=O)(=O)c1ccc2c(c1)nc(SCn1nnc3ccccc3c1=O)n2CC
Highest occupied orbital energy = -8.66 eV
Molar mass = 472.60 g mol⁻¹
HOMO-LUMO gap = 8.5 eV
Multiplicity = 1
E_LUMO = -0.144 eV

***

C21H25AsIN4O4Pd | ωB97M-V/def2-TZVPD

Structure (XYZ):
```
57
Properties=species:S:1:pos:R:3:mulliken_charge:R:1
Pd -2.5213 -1.6373 2.2347 0.80
C 6.2724 4.4275 -4.5371 -0.82
O 5.3720 3.6992 -5.4192 -0.32
C 4.5294 2.8308 -4.9914 0.96
C 3.7045 2.2334 -5.9961 -0.77
C 2.8007 1.3028 -5.6408 -0.21
C 2.6460 0.9193 -4.2520 0.41
C 3.5020 1.5229 -3.2506 -0.39
C 4.4145 2.4473 -3.6070 -0.52
N 1.7625 0.0003 -4.0160 -0.61
N 1.5143 -0.5485 -2.8822 -0.04
C 0.5117 -0.3448 -2.1138 0.66
C -0.5138 0.6575 -2.3995 -0.59
C -1.6160 0.7521 -1.6553 -0.97
C -1.8750 -0.1401 -0.5115 0.52
O -2.9295 -0.1096 0.0823 -0.52
C -0.8075 -1.1489 -0.1775 0.31
N -1.0254 -1.9897 0.8488 0.10
C -0.1552 -2.9605 1.1104 -0.58
C 0.9982 -3.1385 0.3565 -1.03
C 1.2458 -2.2775 -0.6881 -0.29
C 0.3278 -1.2637 -0.9694 0.72
H 6.7258 5.1816 -5.1686 0.26
H 7.0295 3.7452 -4.1569 0.39
H 5.7078 4.8966 -3.7350 0.37
H 3.8445 2.5494 -7.0206 0.48
H 2.1621 0.8206 -6.3691 0.50
H 3.4163 1.2055 -2.2195 0.45
H 5.0749 2.8828 -2.8720 0.47
H -0.3714 1.2891 -3.2672 0.47
H -2.4068 1.4527 -1.8897 0.48
H -0.3907 -3.6192 1.9351 0.53
H 1.6735 -3.9477 0.5948 0.46
H 2.1283 -2.3907 -1.3037 0.55
C 0.5472 1.3881 4.3695 -1.12
As -1.1797 0.5786 4.3509 0.48
C -1.3179 -0.7201 5.7615 -0.96
C -2.5006 1.9443 4.5747 -0.94
O -1.3269 -0.1451 2.8175 -0.45
H 0.7444 1.7911 5.3624 0.43
H 0.5688 2.1903 3.6352 0.37
H 1.2891 0.6308 4.1247 0.36
H -0.3786 -0.7529 6.3108 0.37
H -1.5116 -1.6978 5.3232 0.32
H -2.1226 -0.4510 6.4437 0.38
H -2.3791 2.3930 5.5607 0.42
H -3.5043 1.5324 4.4885 0.25
H -2.3544 2.6994 3.8048 0.35
N -5.2641 -4.5300 1.0050 -0.32
C -4.7356 -3.5027 1.6398 0.70
O -3.5232 -3.2300 1.4882 -0.65
C -5.6726 -2.7165 2.5215 -0.87
I -4.6161 -1.3442 3.7726 0.24
H -4.6908 -5.0768 0.3778 0.27
H -6.2302 -4.7956 1.1177 0.23
H -6.2422 -3.3678 3.1800 0.47
H -6.3506 -2.1173 1.9163 0.46
```

Calculated total energy = -3995.6090 hartree
Charge = +3
ΔE to the lowest compared entry with this formula, charge and spin = 8.4 kcal per mole
Highest occupied orbital energy = -16.90 eV
Molar mass = 705.70 g mol⁻¹
HOMO-LUMO gap = 7.5 eV
Multiplicity = 1
E_LUMO = -9.388 eV

***

C21H25AuN4S2 | ωB97M-V/def2-TZVPD

Structure (XYZ):
```
53
Properties=species:S:1:pos:R:3:mulliken_charge:R:1
Au -0.6754 0.5739 0.2535 0.75
S -3.3929 -2.1323 2.5478 -0.22
C -2.2594 -3.1796 1.7452 0.83
C -2.1717 -4.5676 1.8124 -0.61
C -1.1877 -5.1822 1.0675 -0.53
C -0.3085 -4.4378 0.2694 -0.79
C -0.3930 -3.0634 0.2012 -0.48
C -1.3833 -2.4341 0.9525 0.03
N -1.6496 -1.0709 1.0227 -0.15
C -2.6661 -0.7863 1.8064 1.32
C -3.0311 0.6087 1.9025 0.05
C -4.0609 1.1317 2.6753 -0.68
C -4.2871 2.4989 2.6878 -0.81
C -3.4918 3.3474 1.9389 -0.81
C -2.4501 2.8516 1.1479 -0.23
C -2.2485 1.4945 1.1524 0.39
H -2.8534 -5.1441 2.4221 0.44
H -1.0954 -6.2589 1.0967 0.41
H 0.4479 -4.9557 -0.3040 0.42
H 0.2873 -2.4881 -0.4118 0.44
H -4.6780 0.4708 3.2717 0.45
H -5.0896 2.9034 3.2885 0.43
H -3.6770 4.4131 1.9487 0.42
H -1.8555 3.5274 0.5538 0.46
C 3.0069 1.8592 -1.1196 -0.90
N 2.0653 1.3898 -2.1413 0.26
C 2.5724 0.2971 -2.9752 -1.26
C 0.8051 1.8111 -2.1964 0.36
S 0.0558 2.5415 -0.7640 -0.41
N 0.1157 1.7694 -3.3284 0.12
C -1.3411 1.9537 -3.3660 -0.98
C 0.7676 1.8234 -4.6446 -1.23
H 4.0023 1.8321 -1.5588 0.40
H 2.9823 1.2130 -0.2434 0.19
H 2.7791 2.8791 -0.8295 0.40
H 3.0396 -0.4307 -2.3112 0.39
H 3.3198 0.6481 -3.6861 0.39
H 1.7594 -0.1862 -3.5080 0.42
H -1.8242 1.3796 -2.5804 0.29
H -1.6917 1.5950 -4.3301 0.43
H -1.6014 3.0057 -3.2557 0.36
H 1.8092 2.1090 -4.5370 0.40
H 0.2581 2.5873 -5.2294 0.46
H 0.6924 0.8723 -5.1702 0.39
C 4.3238 -1.4544 2.5408 -1.11
C 3.0381 -0.7322 2.9608 -0.37
C 2.1228 -0.5524 1.8406 0.05
N 1.4223 -0.4048 0.9431 -0.20
H 4.9677 -1.5612 3.4104 0.34
H 4.8638 -0.8879 1.7842 0.33
H 4.1067 -2.4467 2.1504 0.35
H 3.2501 0.2598 3.3645 0.29
H 2.5029 -1.2900 3.7314 0.33
```

Calculated total energy = -1965.7729 hartree
Charge = +2
ΔE to the lowest compared entry with this formula, charge and spin = 15.5 kcal per mole
Highest occupied orbital energy = -14.31 eV
Molar mass = 594.56 g mol⁻¹
HOMO-LUMO gap = 6.9 eV
Multiplicity = 1
E_LUMO = -7.451 eV

***

C21H25BBaF7O25PPd | ωB97M-V/def2-TZVPD

Structure (XYZ):
```
82
Properties=species:S:1:pos:R:3:mulliken_charge:R:1
Pd 1.2763 -0.9682 1.6878 -0.04
Ba 3.5557 0.5064 -1.5378 1.77
B 0.7655 -2.8228 2.6980 1.63
H 0.1026 -2.6187 1.8715 -0.83
H 0.5430 -3.7662 3.1722 -0.21
H 1.7773 -2.8264 2.3235 -0.21
H 0.7438 -2.0414 3.4418 -0.27
P 0.9316 0.1532 -0.3523 0.86
O 1.8528 -1.0976 -0.3147 -0.83
O 0.9627 0.8668 -1.6977 -0.68
O 1.8684 0.8045 0.6305 -0.49
O -0.2747 -0.5029 0.3791 0.18
C -2.7806 1.2778 0.2300 0.31
C -2.3229 1.8366 -1.0681 1.55
O -2.7096 3.2200 -0.9562 -0.34
C -3.6812 3.3173 -0.0176 0.44
O -4.2007 4.3399 0.3978 -0.59
O -3.9409 2.0898 0.4341 -0.32
F -2.8712 1.2620 -2.1223 -0.35
H -2.0327 1.3815 1.0161 0.21
H -3.0335 0.2180 0.2611 -0.22
H -1.2652 1.6003 -1.1840 -0.85
C -1.9162 -1.8136 -2.2083 0.62
C -0.8672 -1.4097 -3.1874 1.22
O -1.5165 -1.2636 -4.3677 -0.36
C -2.7997 -1.0381 -4.1820 0.61
O -3.6780 -0.8130 -5.0371 -0.60
O -3.0527 -1.3685 -2.8984 -0.43
F 0.0233 -2.4731 -3.2284 -0.32
H -1.8938 -1.2357 -1.2844 -0.80
H -1.9306 -2.8904 -2.0399 0.15
H -0.3671 -0.5292 -2.7840 -0.19
C -0.3880 4.9348 1.7650 -0.29
C 0.3934 4.0404 0.9045 0.59
O 1.6262 4.6458 0.8031 -0.31
C 1.4912 5.8866 1.1021 0.54
O 2.4387 6.7136 1.1944 -0.62
O 0.2069 6.1136 1.3208 -0.32
F -0.1164 3.8664 -0.3502 -0.28
H -0.3672 4.8189 2.8486 0.28
H -1.4606 4.8489 1.5913 0.27
H 0.4661 3.0109 1.2550 0.00
C 0.5341 -4.1088 -0.4765 0.83
C 1.8165 -4.2451 -1.3251 0.67
O 1.3815 -5.1108 -2.4176 -0.38
C 0.1558 -5.6110 -2.1474 0.65
O -0.3260 -6.4966 -2.8139 -0.58
O -0.3431 -5.1355 -1.0159 -0.38
F 2.7314 -4.9598 -0.6381 -0.37
H 0.1737 -3.0844 -0.5698 -0.94
H 0.7357 -4.2389 0.5868 0.14
H 2.2162 -3.2605 -1.5680 0.08
C 5.3128 -0.3925 5.4089 -0.49
C 4.5853 -1.7494 5.5401 0.32
O 4.0911 -1.9678 4.2749 -0.21
C 4.0156 -0.8382 3.6342 0.41
O 3.3576 -0.6504 2.6300 -0.57
O 4.6829 0.1779 4.3153 -0.31
F 3.6219 -1.4689 6.4285 -0.28
H 6.3819 -0.5278 5.2454 0.29
H 5.2520 0.2827 6.2624 0.30
H 5.2732 -2.5122 5.9050 0.33
C 0.7714 3.8191 -4.0903 -0.35
C -0.3064 2.8478 -4.5027 0.98
O 0.2626 2.4284 -5.7225 -0.37
C 0.9727 3.4357 -6.2856 0.55
O 1.4079 3.4189 -7.4277 -0.54
O 1.2323 4.3683 -5.2967 -0.37
F -1.3225 3.6676 -4.6743 -0.31
H 1.4905 3.0925 -3.7121 0.12
H 0.5140 4.5303 -3.3054 0.44
H -0.5827 2.0522 -3.8108 -0.18
C -2.4202 -1.8646 2.8149 -0.23
C -2.8123 -2.2927 1.3934 1.81
O -4.0421 -1.6745 1.0556 -0.38
C -4.5631 -1.1372 2.2179 0.54
O -5.5171 -0.3373 2.2660 -0.54
O -3.6225 -1.2356 3.2355 -0.38
F -3.0102 -3.5967 1.3295 -0.37
H -1.5952 -1.1721 2.6483 0.06
H -2.0421 -2.6960 3.4097 0.42
H -2.0233 -2.0310 0.6884 -0.89
```

Calculated total energy = -3914.8301 hartree
Charge = 0
ΔE to the lowest compared entry with this formula, charge and spin = 0.0 kcal per mole
Highest occupied orbital energy (spin up / spin down) = -9.83 / -10.20 eV
Molar mass = 1095.93 g mol⁻¹
HOMO-LUMO gap (spin up / spin down) = 7.1 / 7.4 eV
Multiplicity = 3
E_LUMO (spin up / spin down) = -2.777 / -2.785 eV

***

Question: multiplicity of number 4 (C21H25BBaF7O25PPd)?
Answer: 3

***

Question: Look up the calculated total energy of the third one.
Answer: -1965.7729 hartree

***

Question: Look up the multiplicity of the first one.
Answer: 1